No. 1
A 2-piece molecular cluster, C6H15NS overall, computed with ωB97M-V with the def2-TZVPD basis set.

Structure (XYZ):
```
23
Properties=species:S:1:pos:R:3:lowdin_charge:R:1
C -1.91 1.05 0.85 -0.279
C -2.62 0.45 -0.39 -0.646
S -2.61 -1.40 -0.30 0.604
C -0.58 0.39 1.18 -0.306
N 0.44 0.69 0.17 -0.038
C 2.62 0.26 -0.85 -0.080
C 1.57 -0.28 0.12 -0.457
C 1.11 -1.65 -0.36 -0.092
H -2.61 0.93 1.68 0.104
H -1.73 2.13 0.68 0.111
H -3.68 0.79 -0.40 0.063
H -2.15 0.89 -1.28 0.051
H -1.17 -0.66 -1.21 0.146
H -0.75 -0.69 1.18 0.035
H -0.28 0.64 2.20 0.115
H 0.78 1.63 0.33 0.110
H 2.95 1.27 -0.59 0.072
H 2.18 0.29 -1.86 0.088
H 3.50 -0.38 -0.84 0.073
H 2.06 -0.35 1.13 0.144
H 1.93 -2.31 -0.51 0.069
H 0.41 -2.14 0.35 0.066
H 0.55 -1.53 -1.28 0.048
```

HOMO energy, eV: -8.70
LUMO, eV: -0.1180
Gap between HOMO and LUMO, eV: 8.584
Molar mass, g mol⁻¹: 133.26
Energy above the lowest of the compared OMol25 structures with the same formula, charge and spin, kJ/mol: 239.0

No. 2
One molecule with the formula C5H8ClNO, computed with ωB97M-V with the def2-TZVPD basis set.

Structure (XYZ):
```
16
Properties=species:S:1:pos:R:3:lowdin_charge:R:1
C -1.19 -0.79 1.06 -0.076
C -0.54 0.48 0.45 -0.771
Cl -1.33 1.93 1.16 0.679
C 0.98 0.50 0.56 -0.185
C 1.43 -0.19 -0.66 -0.208
N 0.41 0.05 -1.60 0.087
C -0.74 0.43 -1.06 -0.533
O -1.81 0.61 -1.63 0.042
H -0.71 -1.73 0.72 0.092
H -0.98 -0.82 2.15 0.088
H -2.27 -0.78 0.84 0.090
H 1.27 0.02 1.50 0.128
H 1.24 1.58 0.57 0.122
H 2.41 0.20 -0.99 0.133
H 1.47 -1.28 -0.47 0.128
H 0.34 -0.18 -2.61 0.183
```

HOMO energy, eV: -9.74
LUMO, eV: 0.7242
Gap between HOMO and LUMO, eV: 10.463
Molar mass, g mol⁻¹: 133.58
SMILES: C[C@@]1(Cl)CCNC1=O
Energy above the lowest of the compared OMol25 structures with the same formula, charge and spin, kJ/mol: 4.3

No. 3
One molecule with the formula C3H4ClF, computed with ωB97M-V with the def2-TZVPD basis set.

Structure (XYZ):
```
9
Properties=species:S:1:pos:R:3:lowdin_charge:R:1
C 0.64 -0.57 -0.63 0.001
C -0.25 0.21 0.09 -0.126
C -1.88 0.52 0.32 -0.699
F -2.28 1.60 -0.42 -0.047
Cl -2.86 -0.93 -0.01 0.611
H 1.69 -0.33 -0.61 0.052
H 0.34 -1.31 -1.34 0.038
H 0.30 0.68 0.96 0.089
H -1.84 0.84 1.34 0.081
```

HOMO energy, eV: -10.07
LUMO, eV: 0.9244
Gap between HOMO and LUMO, eV: 10.995
Molar mass, g mol⁻¹: 94.52
SMILES: C=C[C@@H](F)Cl
Energy above the lowest of the compared OMol25 structures with the same formula, charge and spin, kJ/mol: 119.7

No. 4
An isolated ion of composition NO5S and charge -1, computed with ωB97M-V with the def2-TZVPD basis set.

Structure (XYZ):
```
7
Properties=species:S:1:pos:R:3:lowdin_charge:R:1
N -1.19 -0.78 -0.42 -0.434
O -0.75 -1.34 -1.36 0.066
O 2.13 1.05 -0.85 -0.519
O -2.36 -0.77 -0.10 0.036
O 1.64 1.39 1.46 -0.501
O -0.19 0.11 0.42 -0.334
S 1.68 0.39 0.39 0.688
```

HOMO energy, eV: -5.08
LUMO, eV: 4.0091
Gap between HOMO and LUMO, eV: 9.087
Charge: -1
Molar mass, g mol⁻¹: 126.07
Energy above the lowest of the compared OMol25 structures with the same formula, charge and spin, kJ/mol: 198.0

No. 5
C15H17HoNO4 as an isolated structure, computed with ωB97M-V with the def2-TZVPD basis set.

Structure (XYZ):
```
38
Properties=species:S:1:pos:R:3:lowdin_charge:R:1
Ho 0.93 0.43 -0.26 1.164
O 0.11 -1.58 -3.21 0.211
C 0.34 -0.87 -2.32 0.033
C 1.90 2.34 0.78 0.012
O 2.35 3.31 1.19 0.234
C -0.57 1.92 -1.28 -0.036
O -1.21 2.76 -1.75 0.223
C 3.11 -0.60 0.08 0.034
O 4.22 -0.93 0.06 0.228
C 3.12 2.75 -4.12 -0.082
H 3.69 1.82 -4.30 0.056
H 2.18 2.82 -4.71 0.058
C 3.44 3.63 -3.17 -0.079
H 2.78 4.46 -2.87 0.059
H 4.30 3.48 -2.49 0.056
C -2.18 -1.94 -0.32 0.043
N -1.18 -2.60 0.59 -0.148
C -0.56 -3.79 -0.09 0.044
C -0.09 -1.55 0.96 -0.159
C -0.78 -0.38 1.66 -0.298
C -1.58 -0.64 2.80 -0.004
C -2.30 0.40 3.44 0.016
C -2.19 1.74 3.00 0.022
C -1.38 1.99 1.87 -0.067
C -0.72 0.96 1.23 -0.268
H -1.70 -1.52 -1.22 0.077
H -2.68 -1.14 0.22 0.119
H -2.91 -2.70 -0.64 0.138
H -1.68 -2.90 1.45 0.196
H -0.06 -3.50 -1.02 0.105
H 0.18 -4.22 0.59 0.126
H -1.36 -4.50 -0.30 0.135
H 0.63 -2.04 1.65 0.162
H 0.48 -1.53 -0.06 0.035
H -1.67 -1.66 3.23 0.138
H -2.95 0.19 4.29 0.142
H -2.73 2.55 3.52 0.149
H -1.29 3.03 1.53 0.126
```

HOMO energy (spin up / spin down), eV: -17.55 / -17.56
LUMO (spin up / spin down), eV: -12.7052 / -12.5893
Gap between HOMO and LUMO (spin up / spin down), eV: 4.845 / 4.967
Spin multiplicity: 5
<S²>: 6.01
Charge: +3
Molar mass, g mol⁻¹: 440.23
Energy above the lowest of the compared OMol25 structures with the same formula, charge and spin, kJ/mol: 0.0

No. 6
One molecule with the formula C17H24N2O, computed with ωB97M-V with the def2-TZVPD basis set.

Structure (XYZ):
```
44
Properties=species:S:1:pos:R:3:lowdin_charge:R:1
O 3.99 1.05 -0.82 -0.062
C 2.81 1.29 -0.10 -0.230
C 1.59 0.74 -0.86 -0.340
C 0.36 0.99 -0.13 0.031
C -0.67 1.06 0.48 0.007
C -1.90 1.19 1.24 -0.210
N -1.98 0.19 2.29 -0.180
C -3.29 0.16 2.91 -0.213
C -3.39 -1.03 3.86 -0.188
C -2.31 -0.93 4.93 -0.213
C -0.95 -0.82 4.25 -0.186
C -0.94 0.36 3.28 -0.206
N 1.83 -0.68 -1.09 -0.029
C 0.93 -1.28 -2.07 -0.173
C 1.20 -0.72 -3.43 -0.236
C 2.48 -0.82 -3.98 -0.044
C 2.76 -0.29 -5.22 -0.080
C 1.76 0.35 -5.94 -0.094
C 0.49 0.45 -5.41 -0.086
C 0.21 -0.07 -4.16 -0.047
H 3.91 0.16 -1.19 0.069
H 2.73 2.37 0.03 0.127
H 2.86 0.82 0.89 0.122
H 1.54 1.23 -1.84 0.155
H -2.75 1.05 0.56 0.125
H -1.96 2.22 1.65 0.133
H -4.05 0.06 2.12 0.118
H -3.49 1.09 3.47 0.127
H -3.25 -1.95 3.29 0.115
H -4.38 -1.05 4.32 0.109
H -2.34 -1.81 5.58 0.107
H -2.48 -0.05 5.55 0.111
H -0.75 -1.74 3.68 0.115
H -0.15 -0.69 4.99 0.109
H 0.02 0.42 2.77 0.110
H -1.09 1.30 3.85 0.130
H 1.75 -1.18 -0.20 0.128
H -0.13 -1.12 -1.80 0.115
H 1.12 -2.36 -2.07 0.127
H 3.25 -1.31 -3.41 0.112
H 3.75 -0.37 -5.63 0.102
H 1.98 0.76 -6.92 0.100
H -0.29 0.95 -5.97 0.101
H -0.78 0.02 -3.74 0.111
```

HOMO energy, eV: -8.87
LUMO, eV: 0.8266
Gap between HOMO and LUMO, eV: 9.692
Molar mass, g mol⁻¹: 272.39
SMILES: OC[C@H](C#CCN1CCCCC1)NCc1ccccc1
Energy above the lowest of the compared OMol25 structures with the same formula, charge and spin, kJ/mol: 291.5